(1)
Formula: C4H8N2O
Source: the Open Molecules 2025 dataset
Level of theory: ωB97M-V with the def2-TZVPD basis set

Cartesian coordinates (Å):
1 H -1.12966 2.04133 0.06886
2 N -0.20432 1.97651 -0.35377
3 C 0.49826 0.99478 0.02444
4 C 1.85579 0.90333 -0.59177
5 O 2.66560 0.05459 -0.33617
6 C 0.10514 -0.10909 0.95140
7 C -0.41265 -1.32157 0.12586
8 N -1.61725 -1.08643 -0.62894
9 H 2.04828 1.71452 -1.31455
10 H -0.67971 0.22282 1.63657
11 H 0.97645 -0.43405 1.51987
12 H -0.60786 -2.14477 0.81765
13 H 0.36956 -1.63620 -0.56874
14 H -1.48429 -0.36303 -1.32712
15 H -2.38334 -0.81273 -0.02360

## Properties
SMILES = [H]/N=C(/C=O)CCN

(2)
Formula: C4H8N2O
Source: the Open Molecules 2025 dataset
Level of theory: ωB97M-V with the def2-TZVPD basis set

Cartesian coordinates (Å):
1 C -1.04619 -1.06066 0.61259
2 C -0.19460 -0.01037 -0.04567
3 C 1.25388 -0.49075 -0.35860
4 N 2.09539 0.21221 0.41136
5 O 1.48137 -1.36386 -1.17421
6 C -0.72250 0.91112 -1.05688
7 N -0.50088 1.41048 0.30203
8 H -2.10728 -0.80775 0.51486
9 H -0.84810 -2.01274 0.12113
10 H -0.81812 -1.17002 1.68434
11 H 1.46327 0.76332 0.97607
12 H 3.10728 0.14052 0.43484
13 H -0.02901 1.32157 -1.78676
14 H -1.72473 0.70830 -1.41317
15 H -1.40978 1.44862 0.77803

## Properties
SMILES = C[C@@]1(C(N)=O)CN1

(3)
Formula: C4H8N2O
Source: the Open Molecules 2025 dataset
Level of theory: ωB97M-V with the def2-TZVPD basis set

Cartesian coordinates (Å):
1 C 2.64618 -0.77282 0.13231
2 N 1.43351 -0.51572 -0.09050
3 N 1.23038 0.80920 -0.52757
4 C 0.09839 1.30882 -0.24281
5 C -1.05708 0.72191 0.52790
6 C -1.83108 -0.36630 -0.25303
7 O -1.24331 -1.61463 -0.23931
8 H 3.42007 -0.00389 -0.01592
9 H 2.92325 -1.77354 0.52580
10 H -0.00520 2.33452 -0.59655
11 H -1.76714 1.54597 0.70973
12 H -0.74984 0.29892 1.51320
13 H -2.83343 -0.46883 0.20253
14 H -1.96374 0.02099 -1.26884
15 H -0.30097 -1.52461 -0.37694

## Properties
SMILES = C=N/N=C\CCO

no.,frontier orbital gap (eV)
1,9.53
2,10.57
3,10.15